Record 1
Molecular formula: C3H4O2
Method: DFT, the ωB97M-V functional and the def2-TZVPD basis

The HOMO energy is -8.92 eV. The calculation puts the gap between HOMO and LUMO at 9.41 eV.

Structure (XYZ):
```
9
Properties=species:S:1:pos:R:3:forces:R:3:lowdin_charge:R:1
C 0.972 0.044 0.408 -0.7 -0.5 0.7 -0.140
C 2.471 -0.691 0.576 -2.8 0.2 0.2 0.051
C -0.910 0.039 -0.438 5.1 0.9 -0.6 -0.162
O 2.166 -0.035 -0.453 0.3 0.8 -1.1 -0.116
O -1.878 0.071 0.478 -1.2 -1.1 0.4 -0.033
H 0.949 1.015 0.957 0.1 -0.6 -0.6 0.063
H -0.902 -0.655 -1.284 -0.3 -0.4 0.7 0.092
H -0.526 1.017 -0.851 -1.5 -0.7 0.7 0.100
H -2.343 -0.806 0.606 1.1 1.4 -0.4 0.145
```
Positions in Å, forces in eV/Å.

=====

Record 2
Molecular formula: C3H4O2
Method: DFT, the ωB97M-V functional and the def2-TZVPD basis

The HOMO energy (spin up / spin down) is -7.94 / -8.12 eV. The calculation puts the gap between HOMO and LUMO (spin up / spin down) at 8.04 / 8.37 eV.

Structure (XYZ):
```
9
Properties=species:S:1:pos:R:3:forces:R:3:lowdin_charge:R:1
C -1.194 0.175 0.073 -0.2 -1.5 -0.9 0.080
C -0.283 -0.753 -0.434 -3.8 -0.8 -3.2 -0.368
C 1.070 -0.152 -0.308 1.8 -0.5 -1.2 -0.264
O 0.638 -1.086 0.556 2.6 0.2 2.1 0.075
O 1.638 1.032 -0.014 -0.6 -0.9 0.2 0.085
H -2.121 0.361 -0.364 -1.3 0.3 -0.6 0.043
H -0.815 0.822 0.786 0.4 1.2 1.3 0.044
H -0.610 -1.582 -1.235 1.1 2.1 1.8 0.187
H 1.676 1.184 0.940 0.0 -0.1 0.3 0.118
```
Positions in Å, forces in eV/Å.

=====

Record 3
Molecular formula: C3H4O2
Method: DFT, the ωB97M-V functional and the def2-TZVPD basis

The SMILES is CC(=O)C=O. The HOMO energy is -9.95 eV. The calculation puts the gap between HOMO and LUMO at 9.39 eV.

Structure (XYZ):
```
9
Properties=species:S:1:pos:R:3:forces:R:3:lowdin_charge:R:1
C 1.084 -0.356 0.268 0.1 0.0 0.0 -0.006
C -0.066 0.598 0.109 0.2 0.3 0.1 -0.397
O -0.014 1.786 0.333 0.0 -0.5 -0.1 0.097
C -1.402 0.032 -0.385 -0.2 -0.4 -0.1 -0.170
O -1.575 -1.135 -0.634 0.1 0.6 0.1 0.081
H 1.482 -0.275 1.284 -0.1 0.0 -0.1 0.094
H 1.883 -0.068 -0.422 -0.1 0.0 0.1 0.096
H 0.781 -1.384 0.065 0.0 0.1 0.0 0.075
H -2.189 0.805 -0.489 0.0 -0.1 0.0 0.130
```
Positions in Å, forces in eV/Å.

=====

Record 4
Molecular formula: C3H4O2
Method: DFT, the ωB97M-V functional and the def2-TZVPD basis

The HOMO energy is -8.64 eV. The calculation puts the gap between HOMO and LUMO at 9.41 eV.

Structure (XYZ):
```
9
Properties=species:S:1:pos:R:3:forces:R:3:lowdin_charge:R:1
O 1.767 0.017 -1.172 -0.7 3.6 0.8 0.110
C 0.710 -0.150 -0.394 -0.8 -0.1 0.2 -0.538
C -0.038 0.686 0.357 -0.2 -0.6 0.5 -0.014
C -0.995 -0.477 0.409 -0.4 -0.3 0.4 -0.128
O -0.051 -1.253 -0.426 -0.1 -0.3 -0.2 0.044
H 1.548 1.053 -1.048 2.2 -2.5 -1.5 0.197
H 0.136 1.497 1.042 0.0 0.2 -0.3 0.093
H -1.941 -0.395 -0.133 0.1 0.1 0.0 0.119
H -1.135 -0.978 1.364 0.0 0.0 0.0 0.117
```
Positions in Å, forces in eV/Å.

=====

Record 5
Molecular formula: C3H4O2
Method: DFT, the ωB97M-V functional and the def2-TZVPD basis

The SMILES is CC(=O)C=O. The HOMO energy is -9.81 eV. The calculation puts the gap between HOMO and LUMO at 9.50 eV.

Structure (XYZ):
```
9
Properties=species:S:1:pos:R:3:forces:R:3:lowdin_charge:R:1
C 1.107 -0.365 0.115 -0.6 0.0 0.6 0.029
C 0.104 0.651 -0.156 -0.6 0.5 -0.9 -0.496
O 0.186 1.854 -0.020 0.0 -0.5 -0.5 0.074
C -1.307 0.007 -0.250 -0.3 0.1 -0.6 -0.178
O -1.532 -1.153 -0.491 0.2 0.8 0.2 0.083
H 0.403 -0.294 1.066 2.8 -1.0 0.5 0.164
H 2.177 -0.098 0.007 -0.8 0.1 1.0 0.112
H 0.886 -1.381 -0.199 -0.2 0.2 -0.4 0.084
H -2.067 0.782 -0.079 -0.5 -0.1 0.0 0.128
```
Positions in Å, forces in eV/Å.

=====

Record 6
Molecular formula: C3H4O2
Method: DFT, the ωB97M-V functional and the def2-TZVPD basis

The SMILES is C=C(O)C=O. The HOMO energy is -9.61 eV. The calculation puts the gap between HOMO and LUMO at 10.28 eV.

Structure (XYZ):
```
9
Properties=species:S:1:pos:R:3:forces:R:3:lowdin_charge:R:1
C 1.051 -0.593 -0.272 -0.1 0.1 0.0 0.061
C 0.046 0.176 0.132 0.1 -0.3 -0.1 -0.391
O 0.135 1.268 0.935 0.2 0.0 0.1 0.055
C -1.384 -0.058 -0.287 -0.3 -0.2 0.2 -0.195
O -2.134 -0.776 0.322 0.3 0.3 -0.3 0.090
H 2.076 -0.385 0.025 -0.1 0.0 0.0 0.065
H 0.878 -1.454 -0.908 0.0 0.1 0.1 0.069
H 1.046 1.344 1.251 -0.1 0.1 -0.1 0.115
H -1.713 0.478 -1.198 0.0 0.0 0.1 0.131
```
Positions in Å, forces in eV/Å.

=====

Please write out number 5 again, unchanged.
Molecular formula: C3H4O2
Method: DFT, the ωB97M-V functional and the def2-TZVPD basis

The SMILES is CC(=O)C=O. The HOMO energy is -9.81 eV. The calculation puts the gap between HOMO and LUMO at 9.50 eV.

Structure (XYZ):
```
9
Properties=species:S:1:pos:R:3:forces:R:3:lowdin_charge:R:1
C 1.107 -0.365 0.115 -0.6 0.0 0.6 0.029
C 0.104 0.651 -0.156 -0.6 0.5 -0.9 -0.496
O 0.186 1.854 -0.020 0.0 -0.5 -0.5 0.074
C -1.307 0.007 -0.250 -0.3 0.1 -0.6 -0.178
O -1.532 -1.153 -0.491 0.2 0.8 0.2 0.083
H 0.403 -0.294 1.066 2.8 -1.0 0.5 0.164
H 2.177 -0.098 0.007 -0.8 0.1 1.0 0.112
H 0.886 -1.381 -0.199 -0.2 0.2 -0.4 0.084
H -2.067 0.782 -0.079 -0.5 -0.1 0.0 0.128
```
Positions in Å, forces in eV/Å.